ORCA calculation (wB97M-V/def2-TZVPD) on a molecular structure, C8H15F7MnN2O6S2 in a non-equilibrium geometry.

The value obtained for the HOMO-LUMO gap (spin up / spin down) is 7.64 / 7.48 eV. The spin multiplicity is 6. The calculation puts the LUMO energy (spin up / spin down) at -1.90 / -2.01 eV. The value obtained for the HOMO energy (spin up / spin down) is -9.54 / -9.49 eV. Its total charge is 0. For the largest force on an atom, the calculation gives 4.38 eV Å⁻¹.

Atoms and positions in Å:
Mn  0.90  0.51  -0.19
F  3.14  1.98  -1.65
C  -2.31  -4.46  0.29
F  -3.61  -4.87  0.44
F  -1.65  -4.41  1.44
F  -1.79  -5.25  -0.62
S  -2.44  -2.59  -0.43
O  -3.67  -2.38  -1.17
O  -2.30  -1.74  0.82
N  -0.99  -2.22  -1.30
S  -1.01  -3.17  -2.62
O  0.31  -3.81  -2.67
O  -2.22  -4.00  -2.88
C  -1.00  -1.88  -4.09
F  -2.11  -1.18  -4.10
F  0.08  -1.06  -4.05
F  -0.78  -2.48  -5.21
C  -0.30  3.13  -1.58
O  -0.60  2.26  -0.45
C  -1.31  3.00  0.55
C  -0.30  3.35  1.68
N  0.44  2.06  1.88
C  1.81  2.17  2.38
C  2.41  0.79  2.63
O  2.34  0.03  1.40
C  3.01  -1.23  1.49
H  0.25  4.04  -1.38
H  -1.23  3.38  -2.10
H  0.28  2.58  -2.32
H  -2.16  2.43  0.91
H  -1.79  3.91  0.20
H  -0.73  3.66  2.63
H  0.42  4.08  1.33
H  -0.04  1.59  2.64
H  1.75  2.67  3.35
H  2.44  2.74  1.71
H  1.92  0.32  3.49
H  3.35  0.67  3.16
H  2.37  -1.86  0.87
H  3.12  -1.67  2.48
H  3.99  -1.10  1.04

Quick look at the Mulliken charges, all values in e:
1 Mn 1.37
2 F -0.79
3 C 0.69
4 F -0.23
5 F -0.19
6 F -0.17
7 S 0.92
8 O -0.56
9 O -0.70
10 N -0.31
11 S 0.86
12 O -0.63
13 O -0.57
14 C 0.64
15 F -0.21
16 F -0.27
17 F -0.22
18 C -0.78
19 O -0.18
20 C -0.64
21 C -0.80
22 N -0.04
23 C -0.67
24 C -0.73
25 O -0.36
26 C -0.79
27 H 0.29
28 H 0.34
29 H 0.27
30 H 0.41
31 H 0.41
32 H 0.40
33 H 0.32
34 H 0.10
35 H 0.39
36 H 0.43
37 H 0.46
38 H 0.54
39 H 0.26
40 H 0.40
41 H 0.32



ORCA calculation (wB97M-V/def2-TZVPD) on 2 unconnected molecules or ions with the total composition C8H15N2 in a non-equilibrium geometry.

The value obtained for the HOMO-LUMO gap is 10.39 eV. The calculation puts the LUMO energy at -3.35 eV. The value obtained for the HOMO energy is -13.74 eV. Its total charge is +1. For the largest force on an atom, the calculation gives 4.54 eV Å⁻¹.

Atoms and positions in Å:
C  2.93  1.32  0.41
C  1.55  1.59  0.31
C  3.00  -0.05  0.22
C  -1.28  -0.59  1.09
C  -1.36  -0.21  -1.39
C  -1.61  1.76  0.13
C  1.53  -1.96  -0.25
C  -1.09  0.37  0.01
N  0.90  0.45  0.15
N  1.80  -0.56  0.01
H  3.76  2.05  0.59
H  1.03  2.58  0.46
H  3.83  -0.63  0.24
H  -1.15  -0.20  2.11
H  -2.29  -0.82  1.30
H  -0.78  -1.45  1.05
H  -2.36  -0.33  -1.61
H  -0.90  0.31  -2.25
H  -0.91  -1.26  -1.59
H  -1.63  2.14  1.13
H  -0.92  2.37  -0.29
H  -2.69  1.71  -0.27
H  1.95  -2.44  0.56
H  0.54  -2.32  -0.06
H  1.78  -2.17  -1.21

Quick look at the Mulliken charges, all values in e:
1 C -0.87
2 C 0.05
3 C -0.14
4 C -1.59
5 C -1.34
6 C -1.63
7 C -1.12
8 C 1.67
9 N 0.20
10 N -0.21
11 H 0.34
12 H 0.29
13 H 0.52
14 H 0.41
15 H 0.49
16 H 0.35
17 H 0.49
18 H 0.38
19 H 0.26
20 H 0.42
21 H 0.48
22 H 0.34
23 H 0.46
24 H 0.39
25 H 0.36



Record order is preserved below.
ΔE to the lowest compared entry with this formula, charge and spin: 6.8762 2.8291 eV
Record order is preserved below.
E_tot: -3520.9900 -422.9904 Eh
Record order is preserved below.
M: 487.3 139.2 Da